[1]
DFT (ωB97M-V/def2-TZVPD) results for 2 unconnected molecules or ions with the total composition C24H19BF6N5O8S.

Computed properties:
Total charge: -1
E_LUMO (Ha): 0.010
Energy relative to the best compared isomer or geometry (same formula, charge and spin) (eV): 2.008
Kohn-Sham gap (Ha): 0.14938
Multiplicity: 1

Geometry as XYZ:
```
64
Properties=species:S:1:pos:R:3:nbo_charge:R:1
C -4.337 4.675 -1.128 -0.6336
C -3.614 3.393 -1.240 -0.2040
C -2.849 2.968 -2.326 -0.2778
C -1.984 1.851 -1.996 -0.2992
C -1.919 1.605 -0.643 -0.3146
B -0.504 1.302 0.475 0.9134
C 0.830 2.159 0.164 -0.3149
C 1.308 3.107 1.075 -0.0786
C 2.581 3.658 0.932 -0.1807
C 3.126 4.582 1.996 0.9792
F 3.913 5.570 1.462 -0.3375
F 2.116 5.197 2.685 -0.3324
F 3.896 3.943 2.930 -0.3326
C 3.393 3.344 -0.157 -0.1711
C 2.869 2.470 -1.102 -0.1758
C 3.634 2.188 -2.375 0.9803
F 3.528 0.891 -2.798 -0.3256
F 3.129 2.974 -3.384 -0.3384
F 4.969 2.457 -2.277 -0.3325
C 1.627 1.860 -0.931 -0.0820
O -0.812 1.414 1.852 -0.7392
C -1.154 0.255 2.621 -0.0377
C -1.827 -0.887 1.846 -0.1275
C -1.566 -2.232 2.496 -0.6038
C -3.316 -0.663 1.628 -0.6103
C -1.151 -1.062 0.483 -0.0989
O -0.644 0.017 -0.195 -0.6490
S -3.302 2.362 0.137 0.3521
H -4.616 5.040 -2.119 0.2097
H -5.222 4.552 -0.501 0.2113
H -3.685 5.422 -0.657 0.2159
H -2.915 3.438 -3.309 0.2055
H -1.413 1.285 -2.722 0.2122
H 0.731 3.364 1.955 0.2312
H 4.380 3.779 -0.275 0.2349
H 1.316 1.107 -1.647 0.2183
H -0.209 -0.120 3.049 0.1706
H -1.827 0.589 3.418 0.1754
H -2.035 -3.018 1.894 0.2233
H -0.486 -2.398 2.510 0.2100
H -1.944 -2.238 3.514 0.2008
H -3.746 -1.543 1.128 0.2089
H -3.804 -0.522 2.599 0.1976
H -3.506 0.229 1.005 0.2266
H -0.011 -1.519 0.630 0.3443
H -1.871 -1.620 -0.159 0.1624
O 3.100 -7.253 -1.196 -0.3739
N 2.913 -6.061 -1.063 0.4087
C 1.845 -5.180 -1.053 0.0067
C 2.328 -3.885 -0.941 0.1139
N 3.704 -3.892 -0.880 -0.0951
O 4.048 -5.198 -0.967 -0.1627
C 1.404 -2.778 -0.791 -0.0730
N 1.920 -1.584 -0.184 0.4928
O 2.950 -1.019 -0.530 -0.3034
O 1.251 -1.190 0.882 -0.4326
C -0.001 -2.978 -0.975 -0.2029
C -0.405 -4.341 -0.893 0.0568
N -1.616 -4.873 -0.453 0.3813
O -2.648 -4.369 -0.036 -0.4003
O -1.444 -6.286 -0.374 -0.1574
N -0.174 -6.642 -0.717 -0.0767
C 0.459 -5.453 -0.984 0.0699
H -0.707 -2.244 -1.389 0.2618
```



[2]
DFT (ωB97M-V/def2-TZVPD) results for a molecular structure, C24H19BIrN11O2.

Computed properties:
Total charge: +3
<S²>: 0.762
E_LUMO (spin up / spin down) (Ha): -0.383 / -0.458
Energy relative to the best compared isomer or geometry (same formula, charge and spin) (eV): 1.265
Kohn-Sham gap (spin up / spin down) (Ha): 0.26583 / 0.19096
Multiplicity: 2

Geometry as XYZ:
```
58
Properties=species:S:1:pos:R:3:lowdin_spin:R:1
Ir 0.209 0.362 -0.755 -0.0001
C -3.735 -0.950 0.146 0.0001
C -2.779 0.055 0.114 0.0004
N -1.574 -0.469 -0.142 0.0007
N -1.741 -1.802 -0.292 0.0044
C -3.040 -2.106 -0.122 0.0017
B -0.549 -2.710 -0.606 0.0051
N 0.622 -2.365 0.317 0.0045
C 1.442 -3.161 1.026 0.0036
C 2.351 -2.376 1.697 0.0004
C 2.034 -1.075 1.334 0.0003
N 0.982 -1.075 0.506 0.0009
N -0.086 -2.352 -2.012 -0.0004
C 0.103 -3.011 -3.173 -0.0002
C 0.536 -2.121 -4.130 0.0000
C 0.602 -0.898 -3.475 0.0000
N 0.227 -1.052 -2.206 -0.0001
N -0.985 -4.182 -0.328 0.1093
C -1.214 -5.250 -1.027 0.1798
C -1.611 -6.301 -0.114 0.4303
C -1.587 -5.686 1.168 0.0258
N -1.283 -4.425 1.052 0.2132
H -4.788 -0.843 0.344 0.0000
H -2.909 1.107 0.292 0.0001
H -3.412 -3.114 -0.191 0.0005
H 1.359 -4.235 1.016 0.0015
H 3.136 -2.697 2.360 0.0000
H 2.500 -0.159 1.651 0.0001
H -0.046 -4.069 -3.282 -0.0001
H 0.772 -2.330 -5.160 0.0000
H 0.902 0.063 -3.862 0.0000
H -1.133 -5.312 -2.101 0.0048
H -1.953 -7.295 -0.368 0.0166
H -1.847 -6.110 2.127 -0.0031
O 1.360 6.598 3.369 0.0000
N 1.925 5.586 3.054 0.0000
O 2.957 5.156 3.519 0.0000
C 1.277 4.755 1.999 0.0000
C 0.011 5.071 1.675 0.0000
C -0.710 4.290 0.711 0.0000
C -1.971 4.647 0.197 0.0000
C -2.548 3.864 -0.778 0.0000
C -1.913 2.687 -1.172 0.0001
N -0.745 2.311 -0.654 0.0000
C -0.119 3.130 0.229 0.0000
C 1.229 2.814 0.568 0.0000
N 1.757 1.718 -0.039 0.0000
C 3.066 1.493 0.031 0.0000
C 3.905 2.335 0.759 0.0000
C 3.368 3.384 1.469 -0.0001
C 1.982 3.657 1.383 0.0000
H -0.462 5.924 2.145 0.0000
H -2.464 5.541 0.558 0.0000
H -3.483 4.143 -1.244 0.0000
H -2.359 2.039 -1.915 0.0000
H 3.458 0.635 -0.498 0.0000
H 4.971 2.154 0.757 0.0000
H 4.003 4.013 2.075 0.0000
```



[3]
DFT (ωB97M-V/def2-TZVPD) results for a molecular structure, C24H19Br3MoN5O9.

Computed properties:
Total charge: +1
<S²>: 2.022
E_LUMO (spin up / spin down) (Ha): -0.127 / -0.159
Energy relative to the best compared isomer or geometry (same formula, charge and spin) (eV): 0.605
Kohn-Sham gap (spin up / spin down) (Ha): 0.26790 / 0.24344
Multiplicity: 3

Geometry as XYZ:
```
61
Properties=species:S:1:pos:R:3:lowdin_spin:R:1
Mo 0.145 0.212 0.069 1.6627
C 1.654 -0.487 3.572 0.0020
C 0.219 -0.217 3.342 0.0113
N -0.365 0.003 2.167 0.0080
C -1.712 0.114 2.408 0.0052
C -1.947 -0.017 3.755 0.0001
N -0.714 -0.218 4.313 0.0044
C -3.189 -0.001 4.601 -0.0001
O -4.330 0.111 3.973 -0.0002
O -3.065 -0.102 5.792 -0.0001
C -2.586 0.179 1.211 0.0063
O -3.802 0.224 1.312 0.0151
O -1.891 0.145 0.132 0.0217
H 2.194 -0.460 2.628 0.0001
H 1.791 -1.462 4.040 0.0006
H 2.076 0.260 4.242 0.0006
H -0.578 -0.325 5.311 0.0001
H -4.278 0.163 2.982 -0.0001
C 4.877 -0.979 -0.466 0.0004
O 3.864 -1.948 -0.151 0.0003
C 2.618 -1.534 -0.178 0.0029
O 2.262 -0.425 -0.573 0.0228
N 1.742 -2.432 0.322 0.0031
N 0.373 -2.078 0.338 0.0036
H 5.822 -1.512 -0.399 0.0000
H 4.846 -0.163 0.260 0.0001
H 4.732 -0.582 -1.470 0.0001
H 2.024 -3.403 0.415 -0.0002
H -0.061 -2.502 1.161 0.0015
H -0.144 -2.428 -0.555 0.0015
Br 3.932 2.511 2.660 0.0073
C 2.502 3.326 1.745 0.0266
C 2.347 4.711 1.723 -0.0101
C 1.308 5.293 1.027 0.0255
Br 1.143 7.176 1.024 0.0047
C 0.375 4.511 0.302 -0.0026
C -0.708 4.976 -0.464 0.0420
C -1.476 4.055 -1.146 -0.0057
C -1.219 2.692 -1.042 0.0386
N -0.239 2.206 -0.281 -0.0132
C 0.554 3.111 0.352 0.0017
C 1.592 2.498 1.086 -0.0119
O 1.587 1.198 1.089 0.0355
H 3.048 5.335 2.258 -0.0010
H -0.925 6.030 -0.519 0.0024
H -2.293 4.383 -1.767 -0.0011
H -1.828 1.964 -1.558 0.0016
Br 1.152 1.232 -3.704 0.0008
C 0.006 0.013 -4.620 0.0013
C -0.096 0.132 -5.996 -0.0001
C -0.919 -0.727 -6.706 0.0014
C -1.624 -1.722 -6.046 -0.0001
C -1.490 -1.867 -4.679 0.0010
C -0.674 -1.003 -3.947 -0.0002
C -0.520 -1.231 -2.495 0.0093
O -0.684 -2.365 -2.016 0.0163
O -0.193 -0.233 -1.765 0.0560
H 0.477 0.895 -6.502 0.0000
H -0.998 -0.620 -7.777 0.0001
H -2.265 -2.394 -6.593 0.0000
H -2.006 -2.648 -4.142 0.0001
```



[4]
DFT (ωB97M-V/def2-TZVPD) results for a molecular structure, C24H19CaN9O2.

Computed properties:
E_LUMO (Ha): -0.008
Kohn-Sham gap (Ha): 0.23112
Multiplicity: 1

Geometry as XYZ:
```
55
Properties=species:S:1:pos:R:3:nbo_charge:R:1
Ca -1.057 -0.339 -0.487 1.7465
C -4.279 0.460 3.898 -0.2548
C -3.321 1.465 3.907 -0.1903
C -2.160 1.337 3.163 -0.2844
C -1.922 0.188 2.398 0.2532
C -2.901 -0.811 2.388 -0.2890
C -4.066 -0.672 3.126 -0.1989
N -0.782 0.041 1.599 -0.8504
C 0.454 0.155 2.132 0.1731
C 0.743 0.187 3.523 -0.2916
C 2.035 0.182 3.994 -0.1712
C 3.127 0.150 3.125 -0.3038
C 2.883 0.131 1.766 -0.1931
C 1.584 0.160 1.278 0.1046
N 1.358 0.146 -0.178 -0.5664
N 1.491 1.470 -2.298 -0.3492
C 0.714 0.644 -3.136 0.3671
C 1.090 0.645 -4.478 -0.2374
C 0.272 0.017 -5.397 -0.1459
C -0.883 -0.610 -4.951 -0.2572
C -1.141 -0.621 -3.594 0.0577
N -0.359 -0.010 -2.699 -0.5513
H -5.183 0.563 4.485 0.2069
H -3.484 2.359 4.497 0.2046
H -1.426 2.134 3.149 0.2111
H -2.726 -1.699 1.792 0.2163
H -4.813 -1.458 3.108 0.2074
H -0.086 0.170 4.217 0.2216
H 2.206 0.185 5.064 0.2074
H 4.139 0.142 3.507 0.2096
H 3.704 0.121 1.061 0.2137
H 1.993 1.160 -4.771 0.2372
H 0.517 0.036 -6.450 0.2251
H -1.570 -1.088 -5.635 0.2300
H -1.999 -1.146 -3.192 0.2231
N 2.386 3.334 -0.634 -0.2222
C 1.177 3.489 -1.127 0.1187
N 0.621 2.253 -1.347 -0.3154
C 1.729 1.319 -0.876 0.4888
N 2.780 2.097 -0.397 -0.3609
C 1.633 -1.136 -0.698 0.3530
C 2.844 -1.535 -1.269 -0.0177
N 3.071 -2.798 -1.585 -0.3492
C 2.100 -3.679 -1.355 -0.0206
C 0.866 -3.277 -0.869 0.0266
N 0.635 -2.007 -0.559 -0.4812
H 3.001 4.077 -0.335 0.4269
H 0.644 4.421 -1.192 0.2242
H 3.637 -0.821 -1.466 0.2127
H 2.312 -4.717 -1.575 0.2075
H 0.037 -3.964 -0.751 0.2177
O -2.684 -1.734 -0.910 -0.8168
C -3.420 -0.714 -0.967 0.6132
O -3.012 0.467 -0.886 -0.7828
H -4.508 -0.871 -1.114 0.0962
```